No. 1
A cluster of 2 separate species, C2H3NOS in total at a distorted geometry, computed with ωB97M-V/def2-TZVPD.

Cartesian coordinates (Å):
N: -0.59720 -1.09667 1.77248
C: -0.63773 -1.65004 0.81027
S: -0.77035 -2.53074 -0.62720
H: -0.72420 -1.43348 -1.49260
C: 0.69153 1.72043 -0.13490
O: 0.44932 0.69767 -0.73850
H: 1.40996 1.69445 0.70118
H: 0.17868 2.59837 -0.29074

- energy above the lowest of the compared OMol25 structures with the same formula, charge and spin (kcal/mol) = 37.7
- SMILES string = N#CS.C=O
- charge = 0
- maximum force (eV Å⁻¹) = 5.6
- 2S+1 = 1
- HOMO energy (eV) = -10.13
- gap between HOMO and LUMO (eV) = 10.74

No. 2
The molecule C2H3NOS at a distorted geometry, computed with ωB97M-V/def2-TZVPD.

Cartesian coordinates (Å):
C: -0.46867 0.57144 1.09600
C: 0.29519 -0.04892 -0.88845
N: -0.24944 0.94571 -0.09802
O: 0.48597 -1.31175 -0.11860
S: -0.08917 -1.07522 1.41972
H: -0.87807 1.21933 1.75236
H: -0.36474 -0.32456 -1.86956
H: 1.26894 0.02398 -1.29346

- energy above the lowest of the compared OMol25 structures with the same formula, charge and spin (kcal/mol) = 71.0
- charge = 0
- maximum force (eV Å⁻¹) = 6.9
- 2S+1 = 3
- HOMO energy (spin up / spin down) (eV) = -5.15 / -10.36
- gap between HOMO and LUMO (spin up / spin down) (eV) = 5.50 / 8.01

No. 3
The molecule C2H3NOS2 at a distorted geometry, computed with ωB97M-V/def2-TZVPD.

Cartesian coordinates (Å):
O: 0.59355 -2.66343 -0.58999
C: 0.51363 -1.78492 -1.42502
S: 0.13699 -0.10838 -1.08040
N: 0.00161 -0.34834 0.60758
C: -0.28538 0.65278 1.44806
S: -0.55155 2.20564 1.04578
H: 0.67474 -1.97605 -2.52463
H: 0.16526 -1.33609 0.91002
H: -0.33628 0.29461 2.49700

- energy above the lowest of the compared OMol25 structures with the same formula, charge and spin (kcal/mol) = 22.1
- SMILES string = O=CSNC=S
- charge = 0
- maximum force (eV Å⁻¹) = 1.2
- 2S+1 = 1
- HOMO energy (eV) = -8.79
- gap between HOMO and LUMO (eV) = 8.99

No. 4
The molecule C2H3NOS2 at a distorted geometry, computed with ωB97M-V/def2-TZVPD.

Cartesian coordinates (Å):
N: 0.77356 -1.16324 -0.83820
C: 0.19580 0.11537 -0.80757
O: 0.51745 1.09249 -1.78186
C: -0.54217 0.39723 0.58879
S: 0.15386 -0.57491 1.85438
S: -1.69394 1.49452 0.46800
H: 0.98398 -1.61554 0.09099
H: 1.59795 -1.42277 -1.41787
H: -1.98648 1.67684 1.84334

- energy above the lowest of the compared OMol25 structures with the same formula, charge and spin (kcal/mol) = 56.7
- SMILES string = NC(=O)C(=S)S
- charge = 0
- maximum force (eV Å⁻¹) = 8.9
- 2S+1 = 1
- HOMO energy (eV) = -9.23
- gap between HOMO and LUMO (eV) = 7.76

No. 5
The molecule C2H3NOS2 at a distorted geometry, computed with ωB97M-V/def2-TZVPD.

Cartesian coordinates (Å):
O: 0.16224 1.27258 -2.09081
N: 0.25825 0.20971 -1.08588
C: -0.28897 0.61080 -0.01104
C: -0.29542 -0.37274 1.05868
S: -1.15003 -0.20697 2.40119
S: 0.90927 -1.62306 0.72370
H: 0.51310 0.86984 -2.89990
H: -0.79084 1.55032 0.06910
H: 0.68240 -2.31047 1.83496

- energy above the lowest of the compared OMol25 structures with the same formula, charge and spin (kcal/mol) = 57.4
- SMILES string = O/N=C/C(=S)S
- charge = 0
- maximum force (eV Å⁻¹) = 2.8
- 2S+1 = 1
- HOMO energy (eV) = -9.12
- gap between HOMO and LUMO (eV) = 8.10

No. 6
The molecule C2H3NOS2 at a distorted geometry, computed with ωB97M-V/def2-TZVPD.

Cartesian coordinates (Å):
O: 1.56155 -1.21291 -1.42430
C: 0.70382 -0.75468 -0.69524
N: 0.71673 0.69138 -0.64498
S: -0.76892 1.51207 -0.11613
C: -0.98417 0.05306 0.96615
S: -0.66305 -1.45537 0.09154
H: 1.60309 1.06008 -1.18309
H: -0.18183 -0.05490 1.73788
H: -1.98722 0.16129 1.26817

- energy above the lowest of the compared OMol25 structures with the same formula, charge and spin (kcal/mol) = 27.9
- SMILES string = O=C1NSCS1
- charge = 0
- maximum force (eV Å⁻¹) = 4.5
- 2S+1 = 1
- HOMO energy (eV) = -8.78
- gap between HOMO and LUMO (eV) = 8.99

No. 7
A cluster of 2 separate species, C2H3NP2 in total at a distorted geometry, computed with ωB97M-V/def2-TZVPD.

Cartesian coordinates (Å):
C: -0.89626 -0.01207 -0.45980
C: 0.90990 0.96021 0.27924
N: 0.18269 0.62404 -0.75991
P: 0.64144 0.63549 1.90863
P: -1.30848 -0.14895 1.31546
H: -1.57784 -0.33040 -1.23210
H: 2.63698 1.96800 -0.17991
H: -1.04375 -1.51050 1.42349

- energy above the lowest of the compared OMol25 structures with the same formula, charge and spin (kcal/mol) = 92.6
- charge = 0
- maximum force (eV Å⁻¹) = 4.0
- 2S+1 = 1
- HOMO energy (spin up / spin down) (eV) = -9.31 / -9.24
- gap between HOMO and LUMO (spin up / spin down) (eV) = 8.49 / 8.41

No. 8
A cluster of 2 separate species, C2H3NS in total at a distorted geometry, computed with ωB97M-V/def2-TZVPD.

Cartesian coordinates (Å):
C: 1.26133 1.38448 0.33007
C: 0.19208 1.14207 0.82402
H: 2.21706 1.61043 -0.04982
H: -0.83056 1.02827 1.08135
N: -0.88493 -1.50510 -1.16330
S: -1.89643 -1.68524 -0.05282
H: -0.05856 -1.97490 -0.96951

- energy above the lowest of the compared OMol25 structures with the same formula, charge and spin (kcal/mol) = 90.7
- SMILES string = C#C.N=S
- charge = 0
- maximum force (eV Å⁻¹) = 2.6
- 2S+1 = 1
- HOMO energy (spin up / spin down) (eV) = -8.60 / -8.60
- gap between HOMO and LUMO (spin up / spin down) (eV) = 7.44 / 7.43

No. 9
The molecule C2H3NS2, computed with ωB97M-V/def2-TZVPD.

Cartesian coordinates (Å):
C: 1.89307 0.02709 -0.20511
N: 0.68290 -0.32328 -0.08968
S: -0.52373 0.86987 -0.11992
C: -1.89464 -0.11021 0.25803
S: -3.43193 0.38679 0.23154
H: 2.27730 1.06390 -0.27555
H: 2.67914 -0.75013 -0.14953
H: -1.68211 -1.16403 0.35022

- energy above the lowest of the compared OMol25 structures with the same formula, charge and spin (kcal/mol) = 23.7
- SMILES string = C=NSC=S
- charge = 0
- maximum force (eV Å⁻¹) = 0.9
- 2S+1 = 1
- HOMO energy (eV) = -8.86
- gap between HOMO and LUMO (eV) = 8.58

No. 10
The ion C2H3O2 with charge -1 at a distorted geometry, computed with ωB97M-V/def2-TZVPD.

Cartesian coordinates (Å):
C: 0.93217 0.93867 0.19168
C: -0.15256 -0.11955 -0.06291
O: 0.02500 -0.93012 -0.99368
O: -1.07167 -0.11629 0.80110
H: 1.66146 1.01302 -0.62740
H: 0.53248 1.94773 0.29787
H: 1.51444 0.73917 1.09229

- energy above the lowest of the compared OMol25 structures with the same formula, charge and spin (kcal/mol) = 0.7
- SMILES string = CC(=O)[O-]
- charge = -1
- maximum force (eV Å⁻¹) = 1.3
- 2S+1 = 1
- HOMO energy (eV) = -3.62
- gap between HOMO and LUMO (eV) = 8.38

No. 11
A cluster of 2 separate species, C2H3O2S2 in total at a distorted geometry, computed with ωB97M-V/def2-TZVPD.

Cartesian coordinates (Å):
C: -1.36239 -0.21523 2.02846
C: -1.98770 -0.58762 1.00149
O: -0.06547 -0.67116 -1.54835
O: 0.45029 1.29599 -0.23390
S: 2.87937 -0.03637 -1.38104
S: 0.72626 -0.10691 -0.45807
H: -0.82159 0.33012 2.67194
H: 2.70576 1.03233 -2.34287
H: -2.52453 -1.04114 0.26234

- energy above the lowest of the compared OMol25 structures with the same formula, charge and spin (kcal/mol) = 71.9
- charge = -1
- maximum force (eV Å⁻¹) = 8.6
- 2S+1 = 1
- HOMO energy (eV) = -3.68
- gap between HOMO and LUMO (eV) = 7.46

No. 12
The ion C2H3O2S2 with charge -1 at a distorted geometry, computed with ωB97M-V/def2-TZVPD.

Cartesian coordinates (Å):
C: 0.00985 -0.19619 0.03725
C: 1.65838 -0.73700 -0.12695
S: 2.15920 -2.25144 -0.23906
S: 2.95223 0.77026 0.02126
O: 2.36685 1.56648 -1.06921
O: 2.60799 1.30122 1.37036
H: -0.23278 -1.06014 0.53828
H: -0.12378 0.70777 0.60899
H: -0.48000 -0.00363 -0.91990

- energy above the lowest of the compared OMol25 structures with the same formula, charge and spin (kcal/mol) = 49.7
- SMILES string = CC([S-])=S(=O)=O
- charge = -1
- maximum force (eV Å⁻¹) = 4.0
- 2S+1 = 1
- HOMO energy (eV) = -3.32
- gap between HOMO and LUMO (eV) = 6.74

No. 13
A structure of composition C2H3O3 at a distorted geometry, computed with ωB97M-V/def2-TZVPD.

Cartesian coordinates (Å):
C: 0.11506 0.82277 -0.85228
C: -0.10175 -0.81137 0.81236
O: 1.12230 1.29422 -2.28471
O: -0.76508 1.51133 -0.41528
O: 0.39471 -0.38449 -0.43092
H: 0.74844 -1.31775 1.32705
H: -1.07533 -1.31929 0.64953
H: -0.43834 0.20457 1.19426

- energy above the lowest of the compared OMol25 structures with the same formula, charge and spin (kcal/mol) = 84.9
- charge = -1
- maximum force (eV Å⁻¹) = 7.4
- 2S+1 = 1
- HOMO energy (eV) = -2.83
- gap between HOMO and LUMO (eV) = 6.75

No. 14
A structure of composition C2H3O3Pb at a distorted geometry, computed with ωB97M-V/def2-TZVPD.

Cartesian coordinates (Å):
C: 0.64841 1.36941 1.06778
O: 0.41971 0.14202 1.42103
H: 1.25336 2.02498 1.71539
H: 0.28380 1.47496 -0.26189
O: -1.63436 -0.58111 -0.99812
C: -0.58385 -0.20152 -1.67870
O: 0.33294 -1.13005 -1.58838
Pb: -0.32109 -1.47715 0.38953
H: -0.80551 0.12113 -2.71401

- energy above the lowest of the compared OMol25 structures with the same formula, charge and spin (kcal/mol) = 2.9
- charge = 0
- maximum force (eV Å⁻¹) = 7.2
- 2S+1 = 2
- HOMO energy (spin up / spin down) (eV) = -6.43 / -9.73
- gap between HOMO and LUMO (spin up / spin down) (eV) = 5.74 / 9.10

No. 15
A cluster of 2 separate species, C2H3O3S in total at a distorted geometry, computed with ωB97M-V/def2-TZVPD.

Cartesian coordinates (Å):
C: 0.35205 0.55142 -1.61185
C: -0.03937 1.00257 -0.45794
O: -0.29038 -0.19474 2.70941
O: 1.03261 -1.58739 1.30072
O: -1.36382 -1.65391 0.90813
S: -0.24218 -0.87376 1.41810
H: 0.26430 1.32744 -2.50423
H: 0.74584 -0.53166 -1.69821
H: -0.45905 1.96002 -0.06413

- energy above the lowest of the compared OMol25 structures with the same formula, charge and spin (kcal/mol) = 84.2
- charge = -1
- maximum force (eV Å⁻¹) = 4.1
- 2S+1 = 1
- HOMO energy (spin up / spin down) (eV) = -3.89 / -3.88
- gap between HOMO and LUMO (spin up / spin down) (eV) = 7.98 / 7.97

No. 16
A cluster of 2 separate species, C2H3O4P in total at a distorted geometry, computed with ωB97M-V/def2-TZVPD.

Cartesian coordinates (Å):
C: -1.12822 1.09477 0.14374
C: 0.14013 0.57193 0.43843
O: -1.97273 0.13893 -0.50292
O: 2.94925 -2.96971 -0.10892
O: -1.63616 2.23939 0.45653
O: 0.96613 -3.45094 -1.64713
P: 1.94695 -2.41570 -1.10367
H: 0.58144 -0.42213 0.27856
H: 1.04285 1.20246 0.69725
H: -1.66147 -0.79274 -0.33170

- energy above the lowest of the compared OMol25 structures with the same formula, charge and spin (kcal/mol) = 9.0
- charge = -2
- maximum force (eV Å⁻¹) = 2.7
- 2S+1 = 1
- HOMO energy (eV) = 0.59
- gap between HOMO and LUMO (eV) = 6.20

No. 17
A cluster of 2 separate species, C2H3O5 in total at a distorted geometry, computed with ωB97M-V/def2-TZVPD.

Cartesian coordinates (Å):
C: -2.11629 0.19194 -0.02109
C: 2.23491 0.90590 0.22245
O: -3.30516 0.26251 -0.28402
O: -1.19466 1.00575 -0.10864
O: 3.42897 0.36843 0.06223
O: 1.28782 0.10849 -0.22574
O: -1.66386 -1.09761 0.43645
H: 3.39915 -0.52038 -0.35192
H: 0.33957 0.48208 -0.11563
H: -2.41046 -1.70711 0.38591

- energy above the lowest of the compared OMol25 structures with the same formula, charge and spin (kcal/mol) = 25.6
- charge = -1
- maximum force (eV Å⁻¹) = 1.7
- 2S+1 = 1
- HOMO energy (eV) = -5.14
- gap between HOMO and LUMO (eV) = 8.76

No. 18
The molecule C2H3OP at a distorted geometry, computed with ωB97M-V/def2-TZVPD.

Cartesian coordinates (Å):
C: -0.12559 -0.43926 -0.05434
C: 0.53776 0.63511 -0.45296
P: 1.24354 0.80129 -2.11794
O: 2.00970 2.07315 -2.21722
H: -0.85040 -0.45281 0.79001
H: 0.10162 -1.37905 -0.41619
H: 0.37520 1.73122 -0.13754

- energy above the lowest of the compared OMol25 structures with the same formula, charge and spin (kcal/mol) = 8.7
- SMILES string = C=CP=O
- charge = 0
- maximum force (eV Å⁻¹) = 2.9
- 2S+1 = 1
- HOMO energy (eV) = -9.38
- gap between HOMO and LUMO (eV) = 8.44

No. 19
A cluster of 2 separate species, C2H3OPS in total at a distorted geometry, computed with ωB97M-V/def2-TZVPD.

Cartesian coordinates (Å):
C: 1.56791 -1.18654 0.30857
C: 1.61642 0.02017 0.23628
O: -1.54547 -0.99448 0.89075
P: -2.19125 1.54266 -0.24417
S: -1.08200 -0.14008 -0.27312
H: 1.45187 -2.17983 0.44668
H: 1.69349 1.07737 -0.00443
H: -1.51097 1.86073 -1.36056

- energy above the lowest of the compared OMol25 structures with the same formula, charge and spin (kcal/mol) = 82.7
- charge = 0
- maximum force (eV Å⁻¹) = 3.9
- 2S+1 = 1
- HOMO energy (eV) = -9.26
- gap between HOMO and LUMO (eV) = 7.93

No. 20
The molecule C2H3OPS, computed with ωB97M-V/def2-TZVPD.

Cartesian coordinates (Å):
C: -1.73231 -0.58781 0.17594
C: 1.47543 0.99159 -0.78996
O: -0.72422 -0.81463 -0.60619
P: 0.57342 -1.78186 -0.13593
S: 2.03424 -0.16834 0.20298
H: -2.42006 0.04645 -0.42276
H: 2.13278 1.86098 -0.72562
H: 0.27187 -1.82671 1.23614

- energy above the lowest of the compared OMol25 structures with the same formula, charge and spin (kcal/mol) = 121.4
- charge = 0
- maximum force (eV Å⁻¹) = 0.8
- 2S+1 = 1
- HOMO energy (eV) = -8.57
- gap between HOMO and LUMO (eV) = 8.22